# C41H34AuBrF5N3O2P2

A structure of composition C41H34AuBrF5N3O2P2 in a non-equilibrium geometry (wB97M-V/def2-TZVPD, OMol25).

```
89
C41H34AuBrF5N3O2P2 (wB97M-V/def2-TZVPD)
Au -0.204 1.175 0.064
C 2.903 0.948 1.755
O 2.281 1.317 0.529
C 2.945 2.145 -0.303
C 4.201 2.657 -0.069
C 4.774 3.536 -0.994
Br 6.562 4.111 -0.746
C 4.060 3.994 -2.092
C 2.776 3.519 -2.344
C 2.214 2.492 -1.505
O 1.117 1.911 -1.768
C 1.972 4.024 -3.421
N 0.796 3.476 -3.751
C 0.186 4.232 -4.715
C -1.052 4.122 -5.332
C -1.375 5.101 -6.249
C -0.489 6.140 -6.557
C 0.746 6.254 -5.949
C 1.073 5.290 -5.006
N 2.167 5.117 -4.183
H 3.028 1.822 2.397
H 3.870 0.475 1.575
H 2.238 0.230 2.229
H 4.759 2.393 0.818
H 4.527 4.706 -2.752
H 0.467 2.653 -3.240
H -1.728 3.316 -5.095
H -2.333 5.064 -6.743
H -0.789 6.872 -7.291
H 1.416 7.061 -6.195
H 2.954 5.746 -4.143
C -3.781 -0.323 0.241
N -2.718 -0.981 -0.541
P -1.795 -2.131 0.476
C -3.163 -3.167 1.078
C -4.252 -3.360 0.223
C -5.304 -4.163 0.611
C -5.290 -4.778 1.857
C -4.206 -4.595 2.704
C -3.134 -3.809 2.312
C -1.070 -3.267 -0.739
C 0.055 -4.007 -0.388
C 0.620 -4.876 -1.306
C 0.050 -5.027 -2.561
C -1.090 -4.312 -2.899
C -1.647 -3.426 -1.997
P -1.763 0.186 -1.329
C -3.050 1.028 -2.285
C -3.189 2.409 -2.354
C -4.246 2.947 -3.074
C -5.145 2.116 -3.724
C -4.986 0.736 -3.677
C -3.944 0.190 -2.955
C -0.659 -0.574 -2.545
C 0.553 -1.095 -2.094
C 1.507 -1.511 -3.001
C 1.274 -1.371 -4.365
C 0.074 -0.850 -4.816
C -0.893 -0.446 -3.912
H -3.752 -0.661 1.279
H -4.759 -0.568 -0.177
H -3.669 0.766 0.234
H -4.280 -2.874 -0.740
H -6.136 -4.306 -0.062
H -6.118 -5.398 2.164
H -4.194 -5.057 3.681
H -2.299 -3.693 2.982
H 0.495 -3.894 0.590
H 1.509 -5.430 -1.044
H 0.499 -5.700 -3.276
H -1.547 -4.446 -3.869
H -2.519 -2.850 -2.266
H -2.481 3.048 -1.842
H -4.371 4.018 -3.123
H -5.977 2.535 -4.269
H -5.668 0.085 -4.201
H -3.807 -0.882 -2.905
H 0.736 -1.176 -1.029
H 2.432 -1.940 -2.649
H 2.033 -1.665 -5.075
H -0.121 -0.761 -5.876
H -1.832 -0.044 -4.265
F -1.462 -1.465 3.244
C -0.494 -1.889 2.402
F 0.169 -0.735 2.026
C 0.537 -2.770 3.122
F 0.667 -2.496 4.415
F 1.733 -2.593 2.543
F 0.233 -4.066 3.008
```

Calculated values
Total charge   +2
2S+1   3
Largest force on an atom   1.8 eV/Å
Highest occupied orbital energy (alpha / beta)   -11.35 / -13.04 eV
Lowest unoccupied orbital energy (alpha / beta)   -5.97 / -8.48 eV
Orbital gap (alpha / beta)   5.381 / 4.554 eV
E   -157518.72384 eV

Atomic partial charges in e from the Löwdin method, atoms 1 to 4: number 1, Au, carries 0.73; number 2, C, carries -0.01; number 3, O, carries -0.12; number 4, C, carries -0.16

# C19H43HfN2OP3S

A structure of composition C19H43HfN2OP3S in a non-equilibrium geometry (wB97M-V/def2-TZVPD, OMol25).

```
70
C19H43HfN2OP3S (wB97M-V/def2-TZVPD)
Hf 0.635 0.018 -0.510
P 0.916 -2.149 1.043
P 0.245 1.285 1.851
P 0.678 -1.692 -2.563
H 1.933 3.160 0.197
C 1.883 2.252 -0.411
C 0.944 2.138 -1.514
H 0.001 2.721 -1.483
C 2.692 -2.415 1.428
C 0.164 -2.329 2.715
C 0.443 -3.807 0.406
C -0.093 3.079 2.050
C -1.188 0.789 2.879
C 1.656 1.036 2.991
C 0.511 -0.847 -4.183
C -0.798 -2.771 -2.666
C 2.001 -2.919 -2.890
H 2.844 1.708 -0.365
H 1.309 2.122 -2.552
H 2.810 -3.314 2.053
H 3.090 -1.543 1.966
H 3.249 -2.546 0.489
H 0.409 -3.324 3.115
H -0.930 -2.258 2.638
H 0.535 -1.569 3.412
H 0.573 -4.554 1.204
H 1.063 -4.094 -0.452
H -0.616 -3.802 0.117
H 0.188 3.388 3.067
H -1.166 3.260 1.910
H 0.455 3.680 1.323
H -1.085 1.227 3.883
H -1.268 -0.297 2.968
H -2.102 1.185 2.416
H 1.609 1.780 3.797
H 2.596 1.162 2.441
H 1.643 0.028 3.421
H 0.822 -1.549 -4.972
H 1.151 0.046 -4.223
H -0.539 -0.565 -4.352
H -0.795 -3.268 -3.646
H -1.719 -2.180 -2.567
H -0.771 -3.534 -1.878
H 2.108 -3.042 -3.976
H 1.741 -3.891 -2.452
H 2.957 -2.570 -2.478
C 4.819 0.888 -3.595
C 6.049 0.218 -3.729
C 7.055 0.729 -4.545
C 6.848 1.926 -5.240
C 5.635 2.611 -5.103
C 4.615 2.097 -4.288
S 3.599 0.052 -2.625
H 2.822 1.096 -2.191
H 6.207 -0.709 -3.193
H 7.983 0.170 -4.613
H 7.620 2.336 -5.882
H 5.484 3.550 -5.633
H 3.668 2.621 -4.188
C -3.477 -1.024 0.711
N -3.576 -0.202 -0.496
C -2.548 0.334 -1.134
N -2.771 1.128 -2.199
O -1.320 0.135 -0.754
H -2.857 -1.916 0.549
H -4.481 -1.361 0.987
H -3.066 -0.453 1.553
H -4.490 -0.003 -0.894
H -1.963 1.462 -2.708
H -3.705 1.255 -2.571
```

Calculated values
Total charge   +4
Largest force on an atom   3.1 eV/Å
Highest occupied orbital energy (alpha / beta)   -18.16 / -18.13 eV
Lowest unoccupied orbital energy (alpha / beta)   -15.26 / -15.30 eV
Orbital gap (alpha / beta)   2.898 / 2.829 eV
E   -65395.68495 eV
Energy relative to the best compared isomer or geometry (same formula, charge and spin)   0.0 kJ/mol

Atomic partial charges in e from the natural (NBO) method, atoms 1 to 4: number 1, Hf, carries 2.04; number 2, P, carries 0.71; number 3, P, carries 0.75; number 4, P, carries 0.70